# 1
The following is a DFT calculation (ωB97M-V/def2-TZVPD) of C36H86AsF6N10O8 as an isolated structure in a non-equilibrium geometry.

```
! wB97M-V def2-TZVPD RIJCOSX def2/J DEFGRID3
* xyz -1 1
C 5.72 -0.95 -9.55
C -2.67 -8.99 -0.99
H 8.74 -0.18 -6.40
C 4.52 2.47 10.86
H 4.67 7.66 -7.67
C 4.95 -5.08 5.31
H -3.87 -10.07 1.24
H 4.21 -0.66 10.41
C 8.00 -1.75 -7.78
H -1.43 2.82 -11.65
H -6.23 9.86 -1.15
H 2.87 -5.20 5.88
C -1.88 2.40 -9.51
H 4.15 1.77 12.81
H 2.65 6.28 -6.63
H -5.56 7.09 2.82
F -1.12 -1.90 -0.05
F 0.89 -0.76 1.01
H 2.00 6.00 -3.77
H 1.03 6.71 -5.01
O -1.49 3.42 -8.96
F -1.35 0.55 0.57
H -1.52 0.02 -7.35
H 4.57 -1.83 -7.88
H 6.90 -2.06 -5.26
H 5.91 4.33 -0.62
H 5.10 5.95 -7.30
H -9.88 1.70 -1.87
C 1.91 6.89 -4.40
O -2.81 5.16 9.43
H 6.51 -1.33 -10.20
H -6.50 -8.90 -1.87
H 4.08 3.58 2.19
O 5.21 3.42 10.51
N 4.23 4.58 2.25
H -5.37 8.58 -2.05
H -4.44 1.49 8.88
H -2.81 0.87 9.01
H -5.09 5.32 10.40
N -2.96 2.98 9.14
C -1.68 -9.15 0.11
O 5.41 6.26 1.18
N -4.94 8.43 -0.06
H 4.41 -3.35 -6.09
N 6.58 -1.66 -7.28
C -5.22 -8.29 0.90
C -5.18 8.66 1.24
H -2.36 -9.19 -2.02
H -5.14 -11.05 -1.79
H -4.46 9.90 -1.35
C 4.70 6.88 -6.91
H 3.12 0.18 9.14
H 6.70 3.84 0.94
H 6.06 0.05 -9.26
H 5.87 -5.06 5.90
C -4.58 -9.68 0.51
H 4.89 -2.93 -4.52
H 3.91 3.52 12.54
H -4.37 6.70 1.63
H -4.49 -7.48 0.97
C -5.54 -8.91 -2.40
C -3.49 1.62 9.42
C 4.95 -2.57 -5.55
H -1.25 1.73 -7.00
F -2.53 -1.30 2.02
H 2.57 5.47 2.96
H 2.73 0.23 10.78
H -3.10 2.80 -11.31
H -2.09 3.04 8.64
H -5.55 3.79 9.59
H 5.59 -2.86 -8.72
H -7.92 0.74 0.23
H 2.00 -6.25 7.95
H 3.89 6.41 3.58
N 3.78 -5.59 6.09
H -9.27 1.65 0.67
O 3.87 8.40 -4.74
H -2.95 1.13 -7.04
C 9.02 -1.15 -6.81
H -2.96 -7.95 -0.92
H -9.66 -2.31 -0.85
H -8.06 2.36 -0.41
H 5.17 3.12 0.47
H 2.67 2.38 11.96
H -3.59 1.41 10.48
H -6.00 -7.93 0.23
H 10.03 -1.08 -7.22
H -5.66 -8.97 -3.48
O -10.53 -0.40 -2.45
H -2.16 -8.65 0.95
C 2.60 -7.12 7.72
C 3.19 7.44 -5.11
C -4.66 -10.09 -1.93
C 5.76 4.03 0.42
N 4.53 1.38 10.15
C -1.95 1.02 -7.44
N -9.32 1.01 -1.38
H -5.06 -7.96 -2.16
H 5.02 -5.71 4.43
C 3.61 5.40 3.29
H 4.77 -4.04 5.03
H -5.60 -8.32 1.93
H -3.96 7.92 2.84
H 1.57 7.70 -3.75
C -5.32 9.26 -1.19
N 3.39 6.90 -6.33
H -8.78 -1.23 0.17
C 5.55 -1.84 -8.34
N -2.01 1.22 -8.89
F -0.43 -2.43 2.48
H 2.93 -7.64 8.62
C -2.16 2.34 -11.00
C -9.70 -0.22 -1.61
O 4.83 -7.23 7.09
F -0.49 0.13 2.93
C 6.45 -2.56 -6.12
H 8.09 -1.09 -8.64
H 6.88 -3.56 -6.21
C 5.13 5.06 1.37
H 4.77 -0.80 -10.07
C -4.82 4.28 10.24
H 3.61 4.88 4.25
H -0.77 -8.58 -0.11
H 5.46 7.20 -6.19
H -5.27 -10.53 0.50
H -2.13 1.32 -11.39
H 2.16 -7.90 7.09
C -8.63 1.46 -0.20
H -1.47 -10.20 0.34
C 3.76 -6.66 6.94
H 9.04 -1.96 -6.09
C -9.02 -1.43 -0.87
C -4.76 7.53 2.22
H -4.37 7.62 -0.27
O -5.72 9.67 1.65
H -8.09 -1.72 -1.34
H 5.13 1.41 9.34
N -3.87 -9.82 -0.73
H -1.96 0.36 -9.43
C 3.60 0.19 10.12
C 3.73 2.53 12.14
H 8.12 -2.76 -8.16
C -3.45 4.13 9.57
As -0.87 -0.96 1.48
H -3.96 -10.47 -2.68
H 4.56 -1.58 -5.74
H -4.69 3.86 11.24
*
```

Values from the calculation:
**LUMO**: 0.0593 hartree
**Energy relative to the best compared isomer or geometry (same formula, charge and spin)**: 156.2 kcal per mole

# 2
The following is a DFT calculation (ωB97M-V/def2-TZVPD) of a 6-piece molecular cluster, C36H86N2 overall in a non-equilibrium geometry.

```
! wB97M-V def2-TZVPD RIJCOSX def2/J DEFGRID3
* xyz 0 1
C 5.92 1.79 -3.65
H 0.58 -6.47 1.44
H 4.59 -1.43 3.82
N -4.08 -6.65 0.50
H -2.67 8.04 -1.53
H 7.48 1.43 -2.34
H -2.10 -8.46 0.14
H 2.75 0.11 -0.85
C 2.07 0.64 -1.53
H 0.73 -3.12 1.40
H 3.01 -5.62 1.48
C -2.53 -0.23 2.54
H -0.83 -3.51 -2.80
H 1.89 -2.56 3.85
H 6.52 2.63 -1.97
H -3.84 -4.97 2.66
C -1.55 4.11 -2.15
H 3.66 3.19 -2.52
C 0.80 1.34 2.73
H -2.21 1.41 4.97
H -1.26 -0.60 6.43
H -0.85 -1.19 4.87
H -0.73 -3.72 -1.20
H -3.75 0.18 0.60
H 2.03 2.27 -0.17
C -1.46 8.65 0.06
H 3.73 -2.47 1.30
H 5.25 1.07 -3.04
H 2.66 4.26 -4.61
C -5.49 -6.33 0.80
H 0.55 0.28 -0.21
H 4.71 -0.35 2.49
H 0.64 -4.23 2.72
C -0.18 0.12 2.67
H 0.97 1.64 3.82
H -1.31 8.10 0.98
C -2.12 5.43 -1.90
H 2.58 -4.52 0.33
H -3.13 5.28 -1.54
C 4.32 3.82 -3.31
C 0.47 -1.34 -1.88
H 0.41 -0.55 3.23
H 2.29 -1.28 1.79
H -1.92 10.32 -1.01
C -3.15 -5.54 0.63
C -1.40 0.67 4.77
H -2.14 3.44 -1.49
C 5.10 2.91 -4.31
H -4.59 -8.26 -0.37
H -0.28 -0.19 1.83
H 6.36 1.21 -4.33
H -2.08 5.95 -2.84
C -2.82 -5.15 2.14
N -1.43 0.45 3.26
H -5.71 -4.31 -0.10
H -1.74 -1.08 -2.18
H -2.03 -4.38 2.27
H -2.99 7.61 0.04
H -0.44 8.54 -0.31
C -6.02 -5.34 -0.20
H 0.59 -1.30 -2.84
C -1.85 10.00 0.09
C 2.18 -4.96 1.24
H -5.38 -6.00 1.86
H 5.77 3.48 -4.88
H 1.79 0.93 2.28
H -0.99 10.67 0.57
H -7.08 -5.17 0.22
H -5.88 -7.19 1.00
C 3.16 -1.95 2.07
H 2.51 0.23 -2.45
C -2.56 -8.17 -0.85
H 0.02 0.74 -2.07
H 1.73 -6.48 -0.20
C -3.96 -7.53 -0.62
H 3.80 5.64 -4.60
H -0.45 6.48 -1.24
H 3.04 2.47 -1.38
H 1.39 2.51 -2.01
H -3.52 1.56 1.60
H -2.41 -3.24 -1.80
H -2.15 -1.12 2.28
C -1.30 -3.15 -1.76
H 0.61 -5.28 0.13
C 6.95 2.29 -2.64
C 2.57 5.68 -3.07
C 2.12 2.16 -1.21
H 0.46 2.29 2.15
H 4.45 2.36 -4.95
C -1.59 -0.63 5.45
C 2.36 -2.92 2.94
H 1.79 5.01 -2.30
H -2.29 0.72 0.76
H 2.02 6.41 -3.79
H -6.17 -5.78 -1.24
H 3.34 6.14 -2.37
C 1.40 -3.75 2.10
H 4.99 4.30 -2.60
H -2.21 -5.78 0.01
H -3.45 -0.32 3.24
H -3.35 -4.55 0.13
H 1.35 -1.82 -1.42
C -1.50 6.27 -0.82
C 1.15 -5.99 0.60
H 3.08 -3.59 3.66
H -2.70 10.43 0.74
H -1.49 -1.38 -0.85
C -2.23 7.63 -0.62
C 4.01 -1.03 3.07
H -0.59 1.34 5.00
C -3.05 0.61 1.24
H -2.52 -1.08 5.47
C 3.36 4.82 -3.96
H -2.78 -9.26 -1.33
H 3.35 -0.29 3.51
H -1.76 3.45 -3.13
H -0.33 4.13 -2.14
H -4.48 -7.43 -1.48
C 0.66 0.07 -1.44
H -1.96 -7.54 -1.35
C -1.05 -1.69 -1.60
H -2.55 -6.06 2.54
H -1.21 5.72 0.08
H 7.57 2.86 -3.24
*
```

Values from the calculation:
**LUMO**: 0.0278 hartree
**SMILES string**: CCN(CC)CC.CCN(CC)CC.CCCCCC.CCCCCC.CCCCCC.CCCCCC
**Energy relative to the best compared isomer or geometry (same formula, charge and spin)**: 59.2 kcal per mole

| no. | frontier orbital gap (eV) |
| --- | --- |
| 1 | 8.25 |
| 2 | 8.55 |